Record 1
Density functional theory data (wB97M-V/def2-TZVPD) for the ion C4H12N3 with charge +1 in a non-equilibrium geometry.

Last column: Mulliken charge in e.
Atoms and positions in Å:
1 C 2.0356 -0.0332 0.7787  -0.99
2 C 1.0991 -1.2032 1.1194  -0.47
3 C -0.4098 -0.7980 0.8880  -0.86
4 N -0.7563 -0.4792 -0.4410  -0.07
5 C -1.0913 0.7175 -1.0380  0.69
6 N -0.9177 1.7590 -0.2927  -0.32
7 N -1.4611 0.4733 -2.2992  -0.44
8 H 1.7165 0.8519 1.3518  0.25
9 H 2.9601 -0.4960 1.1536  0.36
10 H 2.0568 0.1502 -0.2750  0.26
11 H 1.2091 -1.5030 2.1733  0.37
12 H 1.4979 -2.0930 0.6347  0.40
13 H -0.5741 0.0929 1.4993  0.37
14 H -1.0907 -1.6310 1.1995  0.31
15 H -1.0373 -1.2284 -0.9810  0.15
16 H -0.4494 1.7263 0.6387  0.17
17 H -0.9990 2.7692 -0.7236  0.30
18 H -1.5941 1.1822 -2.9996  0.24
19 H -2.1941 -0.2576 -2.3870  0.26

As for the total energy: -323.63144 Ha. The energy above the lowest of the compared OMol25 structures with the same formula, charge and spin is 1.274 eV. Its total charge is +1. For the max |F|, the calculation gives 5.6 eV Å⁻¹. As for the SMILES: CCCNC(N)=[NH2+]. For the HOMO energy, the calculation gives -14.063 eV. The value obtained for the HOMO-LUMO gap is 10.87 eV.

---

Record 2
Density functional theory data (wB97M-V/def2-TZVPD) for a cluster of 11 separate species, C87H180BF6N10O12S2 in total in a non-equilibrium geometry.

Last column: Mulliken charge in e.
Atoms and positions in Å:
1 O -3.9482 7.9107 4.5058  -0.59
2 C -3.6356 8.5376 3.5012  0.62
3 O -2.6868 8.2594 2.6282  -0.35
4 B -3.0949 8.6663 1.2398  0.92
5 O -4.1162 9.6736 1.5880  -0.51
6 C -4.5225 9.5145 2.8160  0.49
7 O -5.4211 10.1097 3.4465  -0.57
8 O -3.6066 7.4918 0.5090  -0.51
9 C -2.9433 7.3377 -0.5820  0.72
10 O -2.9623 6.3701 -1.3641  -0.66
11 C -1.9176 8.4745 -0.6881  0.54
12 O -2.1405 9.3226 0.2977  -0.44
13 O -1.2198 8.6511 -1.6899  -0.62
14 C -1.2249 -1.3990 0.6928  -0.16
15 F -0.7048 -2.4827 1.3212  -0.14
16 F -2.3131 -1.8556 0.0392  -0.05
17 F -1.5256 -0.5150 1.6971  -0.03
18 S 0.1152 -0.6718 -0.6281  0.22
19 O 1.2453 -0.1414 0.1714  0.06
20 O 0.5371 -1.7346 -1.5759  -0.31
21 N -0.8866 0.4076 -1.4300  -0.27
22 S -0.4486 1.8214 -1.0006  0.03
23 O -0.2954 1.9917 0.4254  0.06
24 O 0.7028 2.2199 -1.9244  -0.30
25 C -2.0165 2.8366 -1.5075  -0.23
26 F -3.1128 2.1341 -1.0218  -0.03
27 F -1.9419 3.9868 -0.9401  0.06
28 F -2.0208 2.9347 -2.8436  -0.21
29 C -4.5007 -5.5974 6.5338  -1.42
30 C -3.1651 -5.3922 5.7897  -0.19
31 C -2.6734 -6.7046 5.0079  -0.71
32 N -1.4567 -6.4903 4.0256  0.12
33 C -0.7980 -7.8594 3.9112  -0.63
34 C 0.3988 -7.8221 2.9344  -0.81
35 C -0.0857 -7.2274 1.5589  -1.02
36 C -0.8753 -5.9388 1.6898  0.80
37 C -1.9787 -6.0546 2.6387  -0.94
38 C -0.4190 -5.5146 4.6082  -1.37
39 H -4.7814 -4.7296 7.1307  0.40
40 H -4.3222 -6.3017 7.3464  0.37
41 H -5.3518 -5.9106 5.9292  0.36
42 H -2.3468 -5.0210 6.4067  0.37
43 H -3.3995 -4.6573 5.0197  0.25
44 H -3.4469 -7.1801 4.4048  0.42
45 H -2.4381 -7.5514 5.6526  0.52
46 H -1.6116 -8.4499 3.4900  0.46
47 H -0.5617 -8.0542 4.9573  0.56
48 H 0.8427 -8.8144 2.8544  0.47
49 H 1.2890 -7.2639 3.2247  0.30
50 H -0.5709 -8.0012 0.9639  0.38
51 H 0.8041 -6.9928 0.9747  0.42
52 H -1.2128 -5.6451 0.6958  -0.10
53 H -0.1478 -5.1745 1.9632  -0.22
54 H -2.6273 -6.9082 2.4419  0.50
55 H -2.7053 -5.2426 2.6086  0.39
56 H 0.5770 -5.5159 4.1652  0.42
57 H -0.3015 -5.9038 5.6196  0.49
58 H -0.8564 -4.5219 4.7139  0.48
59 C 3.2690 -5.1142 -9.2316  -1.37
60 C 2.2079 -4.8803 -8.1802  -0.41
61 C 2.7113 -3.8687 -7.1220  -0.73
62 N 1.6780 -3.4085 -6.0441  0.00
63 C 1.3884 -4.4936 -4.9451  -0.28
64 C 2.6461 -4.7527 -4.0850  -1.28
65 C 3.2586 -3.5033 -3.4859  1.17
66 C 3.5634 -2.3871 -4.5274  -1.37
67 C 2.2920 -2.0938 -5.4527  0.20
68 C 0.4211 -2.9534 -6.7879  -0.95
69 H 3.0955 -6.0767 -9.7127  0.40
70 H 4.1948 -5.1251 -8.6564  0.36
71 H 3.2701 -4.3054 -9.9624  0.37
72 H 1.9159 -5.7609 -7.6082  0.43
73 H 1.3048 -4.6567 -8.7482  0.29
74 H 2.7723 -2.9043 -7.6264  0.26
75 H 3.6740 -4.0929 -6.6626  0.58
76 H 1.1039 -5.4522 -5.3791  0.45
77 H 0.5725 -4.0388 -4.3834  0.18
78 H 3.4731 -5.2178 -4.6216  0.44
79 H 2.2957 -5.4448 -3.3193  0.49
80 H 4.2088 -3.8104 -3.0490  -0.07
81 H 2.6081 -3.1092 -2.7051  -0.40
82 H 4.4663 -2.6451 -5.0807  0.50
83 H 3.8534 -1.4755 -4.0049  0.39
84 H 2.4349 -1.4318 -6.3068  0.75
85 H 1.4934 -1.6893 -4.8309  -0.36
86 H -0.2149 -2.5647 -5.9926  0.19
87 H 0.0074 -3.7601 -7.3930  0.42
88 H 0.6459 -2.1527 -7.4924  0.41
89 C -1.0854 6.7815 -4.5246  -1.27
90 C -0.2941 5.4708 -4.4176  0.39
91 C 0.2839 4.9039 -5.7768  -0.74
92 N 0.9624 3.5141 -5.7530  0.45
93 C 0.0130 2.4656 -5.1397  -0.61
94 C 0.2671 1.0142 -5.5254  0.55
95 C 0.4112 0.9578 -7.0824  -0.48
96 C 1.6197 1.7421 -7.5050  -0.76
97 C 1.2872 3.2460 -7.2385  -0.63
98 C 2.2266 3.5153 -4.9687  -1.05
99 H -2.1097 6.4462 -4.6874  0.40
100 H -0.9582 7.5241 -5.3123  0.45
101 H -1.1803 7.1643 -3.5085  0.19
102 H -0.9658 4.7257 -3.9913  -0.28
103 H 0.4486 5.4025 -3.6228  0.28
104 H 1.0500 5.5952 -6.1278  0.39
105 H -0.5115 4.7221 -6.4995  0.48
106 H -0.9801 2.8160 -5.4209  0.66
107 H 0.0399 2.4692 -4.0501  -0.02
108 H -0.6749 0.6284 -5.1358  -0.61
109 H 1.0857 0.4675 -5.0573  0.26
110 H -0.5564 1.2742 -7.4719  0.53
111 H 0.5455 -0.0453 -7.4872  -0.12
112 H 1.9829 1.5140 -8.5071  0.61
113 H 2.4764 1.4240 -6.9109  0.28
114 H 0.4179 3.5913 -7.7982  0.38
115 H 2.1876 3.6698 -7.6833  0.36
116 H 1.9061 4.0303 -4.0631  0.15
117 H 2.9514 4.0771 -5.5578  0.47
118 H 2.6488 2.5159 -4.8628  0.51
119 C -4.3002 -5.8970 -0.8999  -1.64
120 C -3.4174 -4.6368 -1.2442  0.01
121 C -4.3586 -3.5225 -1.8256  -0.18
122 N -4.3767 -3.2801 -3.3900  0.59
123 C -5.4237 -2.2243 -3.7543  -0.91
124 C -5.0731 -0.7346 -3.4937  -0.22
125 C -3.6762 -0.4450 -4.0939  -0.94
126 C -2.5818 -1.4865 -3.6343  2.54
127 C -2.9288 -2.9728 -3.8852  -1.04
128 C -4.8763 -4.5862 -4.0874  -1.02
129 H -4.8694 -6.4035 -1.6793  0.37
130 H -4.9053 -5.6885 -0.0176  0.42
131 H -3.6529 -6.6810 -0.5069  0.37
132 H -2.5025 -4.9439 -1.7510  0.52
133 H -3.0160 -4.2544 -0.3057  -0.29
134 H -3.8492 -2.6043 -1.5331  -0.09
135 H -5.3742 -3.5537 -1.4310  0.75
136 H -6.3576 -2.4251 -3.2293  0.42
137 H -5.5806 -2.3056 -4.8299  0.38
138 H -4.7950 -0.6021 -2.4482  -0.25
139 H -5.8109 -0.0077 -3.8333  0.63
140 H -3.2844 0.5521 -3.8926  0.41
141 H -3.6824 -0.6368 -5.1669  0.51
142 H -2.2594 -1.2214 -2.6274  -1.08
143 H -1.6327 -1.2977 -4.1358  -0.91
144 H -2.2503 -3.6791 -3.4070  0.20
145 H -2.8436 -3.1062 -4.9636  0.30
146 H -4.1683 -5.3913 -3.8907  0.32
147 H -4.9251 -4.3054 -5.1395  0.49
148 H -5.9030 -4.7638 -3.7674  0.39
149 C -5.7641 0.7045 0.4142  -1.32
150 C -6.9354 1.1444 1.3074  -0.16
151 C -8.2589 0.5114 0.9222  -0.50
152 N -9.3646 0.7955 2.0786  -0.19
153 C -9.7067 2.3198 2.1960  -0.81
154 C -10.4739 2.8605 1.0021  -0.60
155 C -11.7064 1.9379 0.6814  -0.63
156 C -11.3325 0.5357 0.4980  -0.55
157 C -10.6404 0.0454 1.7453  -0.76
158 C -8.9521 0.2079 3.4352  -0.90
159 H -5.8378 1.3429 -0.4662  0.44
160 H -5.6991 -0.3493 0.1433  0.39
161 H -4.7833 0.8949 0.8499  0.18
162 H -7.0171 2.2301 1.2557  0.30
163 H -6.6725 0.8540 2.3245  0.18
164 H -8.2587 -0.5785 0.9072  0.32
165 H -8.6128 1.0953 0.0725  0.31
166 H -8.8033 2.8278 2.5334  0.57
167 H -10.2934 2.2897 3.1141  0.51
168 H -9.8327 3.0735 0.1468  0.34
169 H -10.6255 3.8672 1.3916  0.42
170 H -12.0548 2.2405 -0.3061  0.31
171 H -12.5433 1.8397 1.3728  0.37
172 H -10.6400 0.4960 -0.3427  0.23
173 H -12.2224 -0.0859 0.3985  0.39
174 H -10.1888 -0.9417 1.8445  0.59
175 H -11.3464 0.1082 2.5734  0.41
176 H -9.8175 0.1477 4.0951  0.42
177 H -8.0748 0.7744 3.7475  0.34
178 H -8.6327 -0.8273 3.3152  0.39
179 C 9.4499 4.8010 -1.4236  -1.39
180 C 7.9414 4.9148 -1.3481  -0.40
181 C 7.2026 3.6443 -1.5914  -0.59
182 N 5.6236 3.7146 -1.2649  0.99
183 C 5.1596 2.2313 -1.1328  -1.23
184 C 3.8374 2.0959 -0.4388  2.93
185 C 3.4273 2.9877 0.7128  0.38
186 C 3.8313 4.5025 0.4390  -1.31
187 C 5.2803 4.6415 -0.0648  -1.30
188 C 4.8417 4.3767 -2.4581  -0.94
189 H 9.5848 4.4013 -2.4286  0.36
190 H 9.9327 4.0981 -0.7447  0.33
191 H 10.0201 5.7298 -1.4414  0.39
192 H 7.5613 5.7353 -1.9567  0.37
193 H 7.5720 5.0493 -0.3314  0.36
194 H 7.6039 2.9083 -0.8947  0.19
195 H 7.2180 3.1846 -2.5796  0.55
196 H 5.8622 1.6679 -0.5188  0.33
197 H 5.1177 1.7323 -2.1010  0.40
198 H 3.7061 1.0651 -0.1096  -1.27
199 H 3.0723 2.2462 -1.2004  -1.22
200 H 3.8661 2.7686 1.6862  -0.13
201 H 2.3718 2.9483 0.9821  -0.01
202 H 3.7386 5.1941 1.2764  0.58
203 H 3.4225 5.1327 -0.3508  0.38
204 H 5.9417 4.1374 0.6399  0.71
205 H 5.6078 5.6783 -0.1416  0.49
206 H 3.8759 3.8875 -2.5849  0.22
207 H 5.3910 4.2157 -3.3856  0.38
208 H 4.6302 5.4374 -2.3230  0.37
209 C 4.0463 -1.9794 0.1359  -0.87
210 C 5.3390 -2.1228 -0.6205  1.25
211 C 6.3886 -2.1935 0.4200  -1.18
212 N 7.7835 -2.5670 -0.2810  0.09
213 C 8.8987 -2.3451 0.8163  -0.57
214 C 8.7943 -3.3534 1.9278  -0.33
215 C 8.6303 -4.8375 1.4192  -0.90
216 C 7.7134 -5.0361 0.1595  -0.53
217 C 7.8588 -3.9554 -0.9143  -0.21
218 C 8.1810 -1.5477 -1.3508  -0.98
219 H 4.0830 -1.0393 0.6863  -0.60
220 H 3.8919 -2.8177 0.8153  0.68
221 H 3.2716 -1.7469 -0.5948  -0.07
222 H 5.4101 -1.2489 -1.2680  0.13
223 H 5.2745 -3.0823 -1.1338  -0.32
224 H 6.2155 -2.9906 1.1430  0.48
225 H 6.4645 -1.2213 0.9069  0.19
226 H 8.7899 -1.3031 1.1173  0.46
227 H 9.8195 -2.5683 0.2774  0.43
228 H 7.8489 -3.1184 2.4167  0.08
229 H 9.5994 -3.3091 2.6612  0.46
230 H 8.2860 -5.4025 2.2854  0.39
231 H 9.5853 -5.2231 1.0623  0.36
232 H 6.7567 -5.0176 0.6815  0.16
233 H 7.9261 -6.0147 -0.2708  0.51
234 H 6.9950 -4.0787 -1.5676  0.04
235 H 8.7985 -4.0357 -1.4608  0.55
236 H 9.1424 -1.7006 -1.8411  0.43
237 H 8.0943 -0.5798 -0.8570  0.44
238 H 7.4964 -1.6746 -2.1895  0.32
239 C 3.6980 2.3299 9.0565  -1.35
240 C 3.5803 1.0568 8.1448  -0.41
241 C 3.7322 1.4163 6.6517  -0.62
242 N 3.4790 0.2308 5.6885  0.31
243 C 2.2343 -0.6729 5.9815  -0.96
244 C 1.8587 -1.6095 4.9057  -1.06
245 C 1.6384 -1.0292 3.4863  0.62
246 C 2.8809 -0.2178 3.1221  1.43
247 C 3.2555 0.8799 4.2312  -1.26
248 C 4.8273 -0.6286 5.7883  -0.95
249 H 4.7012 2.7543 9.0158  0.35
250 H 3.3003 2.1606 10.0572  0.40
251 H 2.9824 3.0692 8.6967  0.36
252 H 2.5562 0.7464 8.3518  0.30
253 H 4.1567 0.2230 8.5456  0.38
254 H 4.7381 1.7625 6.4143  0.46
255 H 3.0140 2.2286 6.5394  0.30
256 H 1.5095 0.1382 6.0521  0.47
257 H 2.3921 -1.1778 6.9345  0.60
258 H 0.9609 -2.1078 5.2714  0.37
259 H 2.5511 -2.4509 4.9314  0.42
260 H 0.6924 -0.4926 3.4131  -0.39
261 H 1.5622 -1.8736 2.8012  0.29
262 H 2.9219 0.3711 2.2058  -0.82
263 H 3.6945 -0.9355 3.0170  -0.11
264 H 2.4594 1.5837 4.4740  0.25
265 H 4.1929 1.3452 3.9261  0.50
266 H 4.9655 -1.3462 4.9795  0.34
267 H 4.8362 -1.1263 6.7580  0.41
268 H 5.5945 0.1437 5.7326  0.39
269 C -0.4826 5.3483 1.3930  -1.32
270 C -1.7878 4.6230 1.8460  1.54
271 C -1.8698 4.6413 3.4090  -1.40
272 N -3.0210 3.7618 4.0877  0.27
273 C -2.8564 2.2296 3.9174  -0.86
274 C -1.6565 1.5913 4.7574  0.62
275 C -1.8825 1.9536 6.1416  -1.35
276 C -2.0735 3.4425 6.4715  -0.76
277 C -3.1630 4.0896 5.6498  -0.58
278 C -4.3768 4.1971 3.5277  -0.83
279 H 0.3124 4.7007 1.7627  0.25
280 H -0.2136 6.3305 1.7816  0.55
281 H -0.4112 5.3740 0.3057  0.24
282 H -2.0055 3.5900 1.5747  -0.49
283 H -2.6750 5.1893 1.5624  0.12
284 H -1.9250 5.5900 3.9429  0.26
285 H -0.9830 4.1674 3.8298  0.34
286 H -2.8810 1.9544 2.8631  -0.08
287 H -3.6862 1.7731 4.4571  0.66
288 H -0.6815 1.8692 4.3571  -0.15
289 H -1.7012 0.5167 4.5802  0.45
290 H -1.2196 1.4503 6.8454  0.50
291 H -2.7762 1.4590 6.5223  0.34
292 H -1.1436 3.9520 6.2191  0.29
293 H -2.2889 3.6089 7.5270  0.55
294 H -3.2656 5.1677 5.7734  0.52
295 H -4.0424 3.5012 5.9119  0.37
296 H -4.3778 3.8843 2.4836  0.39
297 H -4.2220 5.2696 3.4093  0.09
298 H -5.1948 3.8633 4.1662  0.50

As for the total energy: -6290.96199 Ha. Its total charge is +7. For the max |F|, the calculation gives 5.7 eV Å⁻¹. For the HOMO energy, the calculation gives -17.339 eV. The value obtained for the HOMO-LUMO gap is 5.67 eV.

---

What is the HOMO in the first record?
-14.063 eV